No. 1
Formula: C4H7N3O
Source: the Open Molecules 2025 dataset
Level of theory: ωB97M-V/def2-TZVPD

The geometry in XYZ format:
```
15
Properties=species:S:1:pos:R:3:forces:R:3
H 0.972699 -1.305255 0.907360 -0.13 0.19 0.08
N 0.111661 -1.618984 0.469902 0.94 -0.34 -0.14
C -0.720854 -0.785240 0.082899 -1.25 1.36 0.77
C -1.976905 -1.182073 -0.613635 -0.05 -0.06 -0.12
O -0.799204 0.629305 0.352193 0.24 -1.29 -0.43
C 0.358929 1.262209 0.807959 0.77 -0.22 -0.63
N 1.353236 1.415277 -0.274349 -1.22 1.15 0.29
C 2.335653 0.565203 -0.477163 0.11 -0.09 0.10
N 3.216517 -0.159071 -0.610822 0.57 -0.52 -0.10
H -2.840699 -0.772913 -0.094441 -0.03 0.08 0.01
H -2.050645 -2.268342 -0.643100 0.08 0.15 -0.07
H -1.968130 -0.774730 -1.624214 -0.08 -0.04 -0.06
H 0.057977 2.256599 1.144118 0.05 -0.22 -0.01
H 0.845529 0.704108 1.618496 -0.09 0.20 -0.10
H 1.104237 2.033908 -1.045200 0.10 -0.35 0.40
```
Positions in Å, forces in eV/Å.

Maximum force = 2.0 eV/A
Net charge = 0
Kohn-Sham gap = 10.62 eV
HOMO = -10.028 eV
Relative energy (zero: lowest compared OMol25 entry of this formula, charge and spin) = 144.8 kJ/mol

From a natural (NBO) analysis of the wavefunction, the atomic charges in e read: 0.359 -0.673 0.572 -0.678 -0.537 0.099 -0.678 0.405 -0.375 0.232 0.240 0.231 0.203 0.182 0.418



No. 2
Formula: C4H7N3O
Source: the Open Molecules 2025 dataset
Level of theory: ωB97M-V/def2-TZVPD

The geometry in XYZ format:
```
15
Properties=species:S:1:pos:R:3:forces:R:3
C -0.464627 -0.490883 2.411732 1.88 -0.68 -3.24
N 0.247038 0.723638 2.062744 0.38 3.32 -1.37
N 0.445496 1.242232 0.895399 -1.80 -4.26 2.56
C -0.008054 0.472909 -0.363465 2.16 -0.55 4.85
C 0.394789 -0.740104 -0.757332 1.38 -2.96 1.06
N 0.315718 -0.883270 -2.230066 -6.02 -0.01 1.92
O -0.581220 0.406073 -2.563367 3.40 0.61 2.28
C 0.069790 1.336196 -1.455119 1.41 0.99 -6.57
H -1.105843 -0.789230 1.572709 0.17 -0.58 0.29
H 0.418384 -1.116111 2.608691 0.03 -0.79 -1.04
H -0.872648 -0.719939 3.347546 -1.29 1.57 1.69
H 0.927678 -1.752789 -0.141654 -1.98 3.46 -1.91
H -0.703658 -1.428817 -2.084270 3.51 0.53 -1.45
H -0.379908 2.355002 -1.511600 0.11 -1.10 0.24
H 1.297063 1.385092 -1.791948 -3.34 0.45 0.71
```
Positions in Å, forces in eV/Å.

Maximum force = 6.8 eV/A
Net charge = 0
Kohn-Sham gap = 9.05 eV
HOMO = -8.842 eV
Relative energy (zero: lowest compared OMol25 entry of this formula, charge and spin) = 860.9 kJ/mol

From a natural (NBO) analysis of the wavefunction, the atomic charges in e read: -0.502 -0.106 -0.117 -0.116 -0.032 -0.318 -0.431 -0.093 0.200 0.232 0.236 0.247 0.393 0.232 0.177



No. 3
Formula: C4H7N3O
Source: the Open Molecules 2025 dataset
Level of theory: ωB97M-V/def2-TZVPD

The geometry in XYZ format:
```
15
Properties=species:S:1:pos:R:3:forces:R:3
H 2.700087 -0.931648 -0.576333 -2.84 -2.05 2.05
N 1.868491 -1.560940 -0.053777 6.04 -0.82 -2.16
C 0.814384 -0.966571 -0.040632 -3.27 4.76 0.90
C -0.588427 -1.291101 0.306778 2.03 5.37 -1.31
C -1.236452 -0.069603 0.101514 -4.47 -7.52 -0.18
O -2.628275 -0.034924 -0.036210 1.94 -0.73 1.62
N -0.566522 1.025279 -0.182232 1.24 1.67 1.73
N 0.757574 0.504613 -0.426486 0.40 1.81 0.51
C 1.507439 1.638971 0.215662 2.63 -0.19 1.79
H -0.844008 -2.264780 0.419309 -1.49 -2.38 0.37
H -2.771011 0.652763 -0.655058 -0.58 1.37 -0.97
H -0.572819 1.397361 0.861378 0.25 0.28 -2.20
H 1.392916 1.527109 1.445525 0.01 0.57 -2.84
H 2.769575 1.616345 0.112515 -3.82 0.13 -0.28
H 0.952991 2.629400 -0.180118 1.94 -2.26 0.97
```
Positions in Å, forces in eV/Å.

Maximum force = 8.7 eV/A
Net charge = 0
Kohn-Sham gap = 9.13 eV
HOMO = -8.547 eV
Relative energy (zero: lowest compared OMol25 entry of this formula, charge and spin) = 493.7 kJ/mol

From a natural (NBO) analysis of the wavefunction, the atomic charges in e read: 0.347 -0.669 0.411 -0.420 0.515 -0.659 -0.482 -0.318 -0.466 0.242 0.482 0.371 0.171 0.231 0.244



No. 4
Formula: C4H7N3O
Source: the Open Molecules 2025 dataset
Level of theory: ωB97M-V/def2-TZVPD

The geometry in XYZ format:
```
15
Properties=species:S:1:pos:R:3:forces:R:3
C -1.771602 0.246860 -0.424469 -0.63 0.47 -0.21
C -0.605677 -0.312724 0.195680 -5.25 8.04 -5.48
C -0.138998 -1.596988 0.316821 0.51 -1.88 3.08
N 1.280134 -1.421686 -0.014059 4.67 -1.21 -1.90
C 1.692835 -0.031824 -0.063422 -3.32 -1.52 1.77
O 2.746598 0.496140 -0.226255 0.19 -0.50 -0.40
N 0.439850 0.585621 0.260934 2.13 -1.64 1.29
N 0.423445 1.917425 0.337103 -2.57 4.85 0.27
H -2.780648 -0.290018 -0.680157 2.37 0.63 0.84
H -1.878835 1.443814 -0.833590 0.74 -3.61 1.80
H -0.774284 -2.231823 -0.296907 0.57 -0.67 0.48
H -0.543062 -1.478145 1.582865 1.86 -2.05 -2.53
H 2.147206 -2.088741 -0.480362 -4.10 1.95 2.16
H -0.392049 2.474940 0.899275 2.35 -2.90 -0.73
H 0.155081 2.287156 -0.573464 0.47 0.04 -0.42
```
Positions in Å, forces in eV/Å.

Maximum force = 11.1 eV/A
Net charge = 0
Kohn-Sham gap = 8.74 eV
HOMO = -7.972 eV
Relative energy (zero: lowest compared OMol25 entry of this formula, charge and spin) = 531.5 kJ/mol

From a natural (NBO) analysis of the wavefunction, the atomic charges in e read: -0.568 0.145 -0.227 -0.687 0.794 -0.568 -0.314 -0.611 0.218 0.208 0.250 0.208 0.448 0.370 0.334



No. 5
Formula: C4H7N3O
Source: the Open Molecules 2025 dataset
Level of theory: ωB97M-V/def2-TZVPD

The geometry in XYZ format:
```
15
Properties=species:S:1:pos:R:3:forces:R:3
C 1.434064 0.826608 -0.693183 0.49 0.25 -0.88
N 1.653315 1.177926 0.728783 -1.12 0.62 0.11
N 0.484123 0.737503 1.475969 -0.01 0.06 -0.49
C -0.159877 -0.023042 0.686672 0.25 0.01 1.06
N -1.490192 -0.471397 0.741857 0.07 -0.22 -0.15
O -1.679452 -1.190901 -0.513160 0.06 0.03 0.86
C -0.801065 -0.530388 -1.391088 0.13 -0.05 -1.96
C 0.482261 -0.341795 -0.616278 -0.22 -0.57 -0.36
H 0.960738 1.638652 -1.300688 0.24 -0.14 0.94
H 2.406893 0.651247 -1.189323 -0.49 -0.24 0.31
H 2.452935 0.770205 1.171309 0.55 -0.32 -0.11
H -1.709689 -1.147291 1.467741 0.11 0.13 -0.01
H -1.240405 0.416845 -1.726229 0.10 0.12 0.12
H -0.701850 -1.189277 -2.264589 -0.06 0.19 0.23
H 1.003987 -1.309703 -0.595952 -0.09 0.11 0.33
```
Positions in Å, forces in eV/Å.

Maximum force = 2.0 eV/A
Net charge = 0
Kohn-Sham gap = 9.25 eV
HOMO = -8.394 eV
Relative energy (zero: lowest compared OMol25 entry of this formula, charge and spin) = 373.1 kJ/mol

From a natural (NBO) analysis of the wavefunction, the atomic charges in e read: -0.237 -0.466 -0.271 0.344 -0.323 -0.378 -0.077 -0.347 0.195 0.214 0.356 0.385 0.177 0.204 0.225



No. 6
Formula: C4H7N3O
Source: the Open Molecules 2025 dataset
Level of theory: ωB97M-V/def2-TZVPD

The geometry in XYZ format:
```
15
Properties=species:S:1:pos:R:3:forces:R:3
C 0.095122 1.095704 1.946676 -0.12 0.77 0.75
C -0.968905 0.571357 -0.692247 3.19 -1.12 -2.19
C -0.003247 -1.481642 -0.383739 -0.82 1.22 -4.83
C 0.323628 0.713827 -0.005137 0.83 0.63 -1.32
N 0.087042 1.101729 3.096643 0.05 -0.49 1.54
N -1.263409 -0.819051 -0.629403 -1.20 -0.91 1.64
N 0.967947 -0.515993 -0.054087 -0.92 -1.71 -0.06
O 1.062376 1.759700 -0.426148 1.33 1.15 -0.12
H -1.741235 1.195042 -0.479138 -2.25 1.74 1.30
H -0.685886 0.771524 -1.703215 -0.18 0.59 -1.40
H 0.001400 -2.278630 0.225963 -0.40 -2.77 2.52
H 0.183284 -1.900101 -1.404267 0.89 0.05 0.38
H -1.755494 -0.869213 0.234194 -0.98 -0.63 0.83
H 1.716321 -1.017751 0.381523 1.20 1.14 1.00
H 1.981056 1.673499 -0.107617 -0.63 0.34 -0.04
```
Positions in Å, forces in eV/Å.

Expectation value of S² = 2.012
Maximum force = 5.0 eV/A
Net charge = 0
Kohn-Sham gap (alpha / beta) = 5.53 / 6.20 eV
HOMO (alpha / beta) = -5.044 / -9.985 eV
2S+1 = 3
Relative energy (zero: lowest compared OMol25 entry of this formula, charge and spin) = 346.9 kJ/mol

From a Mulliken analysis of the wavefunction, the atomic charges in e read: -0.238 -0.991 -0.703 0.716 -0.316 -0.432 -0.073 -0.513 0.472 0.391 0.485 0.303 0.333 0.245 0.319